No. 1
{"formula": "C14H17N3O3", "method": "ωB97M-V/def2-TZVPD", "species": ["C", "C", "N", "C", "O", "C", "N", "C", "C", "C", "N", "C", "C", "C", "C", "C", "C", "C", "O", "O", "H", "H", "H", "H", "H", "H", "H", "H", "H", "H", "H", "H", "H", "H", "H", "H", "H"], "positions_angstrom": [[3.849, 2.036, -0.524], [3.835, 0.473, -0.765], [2.546, -0.154, -0.765], [1.560, 0.177, 0.043], [1.554, 1.143, 0.881], [0.330, -0.692, -0.122], [0.771, -2.077, -0.662], [-0.302, -0.688, 1.242], [-1.766, -0.951, 0.829], [-2.363, -2.124, 0.398], [-3.553, -1.836, -0.258], [-3.924, -0.468, -0.135], [-5.072, 0.213, -0.599], [-5.166, 1.522, -0.348], [-4.097, 2.093, 0.388], [-2.878, 1.480, 0.582], [-2.789, 0.126, 0.559], [4.804, -0.113, 0.240], [4.481, -0.617, 1.195], [6.147, -0.171, -0.053], [3.606, 2.347, 0.555], [3.067, 2.662, -1.155], [4.862, 2.559, -0.620], [4.264, 0.207, -1.738], [2.639, -0.965, -1.236], [-0.254, -0.288, -0.919], [0.313, -2.368, -1.478], [0.858, -2.732, 0.066], [0.157, -1.536, 1.750], [-0.068, 0.132, 1.848], [-1.826, -3.001, 0.787], [-4.258, -2.489, -0.425], [-5.789, -0.475, -1.199], [-6.162, 2.058, -0.574], [-4.042, 3.186, 0.518], [-1.938, 1.964, 0.909], [6.604, -0.634, 0.785]], "atomic_forces_ev_per_a": [[-0.5564, 2.4376, 0.5014], [1.5223, 2.4573, -0.6486], [2.3440, 3.6317, 1.3885], [-0.9334, 2.3809, 2.3969], [0.4080, -2.6487, -2.7257], [2.7842, -1.4641, -0.5076], [0.2713, 3.3992, 1.1660], [-2.6702, -3.0814, -1.6448], [-2.1707, 1.4022, 0.4196], [1.6645, 2.2989, 1.4371], [-0.1862, 0.9038, 0.4222], [2.5422, -1.3679, 1.1704], [0.0798, -4.6929, -1.4613], [-1.5916, 2.0824, 1.3186], [0.4551, 2.4762, -1.5029], [1.2853, 0.9889, 1.8147], [-0.7784, -3.0950, -2.1367], [2.8505, 1.3512, -4.6849], [-3.3409, -3.3271, 7.1589], [1.3230, -0.3039, 1.1134], [-0.0043, -1.0968, -1.5233], [1.6166, -1.6599, 1.0103], [-1.1009, -1.2777, -0.5783], [0.0374, 0.5699, -0.0553], [-1.1147, -3.3783, -1.4285], [-0.6836, 0.6223, -0.2576], [-0.9617, -0.5716, -0.7076], [-0.1299, -1.0825, 0.6461], [-0.2760, -0.3342, 0.3020], [-0.1892, 1.5081, 0.3634], [-1.2677, -0.4945, -1.2286], [-0.9104, -1.3245, -0.2681], [0.8982, 1.7180, 1.0774], [2.0395, -0.5922, 0.3445], [-0.5284, -0.5055, 0.0116], [-0.9719, 0.5375, -0.0253], [-1.7556, 1.5324, -2.6778]], "mulliken_charge": [-1.18, 0.09, -0.14, -0.02, -0.72, 0.46, -0.56, -1.26, 0.26, -0.91, -0.16, 0.08, -0.50, -0.28, -0.89, -0.08, 0.65, 0.43, -0.47, -0.54, 0.31, 0.27, 0.33, 0.34, 0.36, 0.45, 0.22, 0.19, 0.57, 0.51, 0.40, 0.22, 0.20, 0.29, 0.30, 0.38, 0.36], "orbital_gap_ev": 8.53, "mol_weight_g_mol": 275.3, "smiles": "C[C@H](NC(=O)[C@@H](N)Cc1c[nH]c2ccccc12)C(=O)O", "total_energy_ev": -25404.2922, "spin_multiplicity": 1, "de_lowest_kcal_mol": 104.0}

---

No. 2
{"formula": "C33H24HfNPS4Sb", "method": "ωB97M-V/def2-TZVPD", "species": ["Hf", "S", "Sb", "S", "S", "S", "C", "C", "C", "C", "C", "C", "P", "C", "C", "C", "C", "C", "C", "C", "C", "C", "C", "C", "C", "H", "H", "H", "H", "H", "H", "H", "H", "H", "H", "H", "H", "H", "H", "C", "C", "C", "C", "C", "C", "C", "C", "C", "C", "C", "C", "C", "C", "C", "N", "H", "H", "H", "H", "H", "H", "H", "H", "H", "H"], "positions_angstrom": [[13.175, 8.213, 9.941], [15.606, 8.881, 9.145], [15.562, 6.561, 9.256], [13.479, 6.483, 7.984], [14.460, 6.276, 11.251], [17.525, 5.703, 8.732], [6.080, 10.228, 5.234], [7.369, 9.857, 4.814], [8.477, 9.794, 5.655], [8.319, 10.210, 7.027], [7.047, 10.652, 7.414], [5.960, 10.712, 6.541], [9.894, 10.171, 8.046], [9.552, 11.513, 9.228], [9.413, 12.863, 8.717], [9.135, 13.924, 9.531], [8.909, 13.703, 10.858], [9.006, 12.421, 11.423], [9.271, 11.377, 10.572], [9.755, 8.597, 8.923], [8.501, 7.920, 9.043], [8.417, 6.707, 9.695], [9.541, 6.104, 10.210], [10.780, 6.681, 9.952], [10.944, 7.969, 9.414], [5.162, 10.127, 4.642], [7.496, 9.539, 3.733], [9.390, 9.476, 5.389], [6.899, 11.009, 8.416], [5.008, 11.065, 6.991], [9.630, 13.041, 7.634], [9.207, 14.989, 9.122], [8.759, 14.481, 11.584], [8.884, 12.278, 12.485], [9.289, 10.349, 10.953], [7.698, 8.349, 8.470], [7.430, 6.407, 9.804], [9.538, 5.187, 10.856], [11.719, 6.106, 10.219], [11.318, 8.817, 14.206], [11.152, 10.187, 14.173], [11.621, 10.900, 13.133], [12.256, 10.329, 12.038], [12.502, 8.913, 12.054], [11.969, 8.206, 13.140], [12.526, 11.149, 10.825], [12.444, 12.584, 10.805], [12.741, 13.248, 9.652], [13.044, 12.610, 8.456], [13.400, 13.342, 7.318], [13.756, 12.628, 6.221], [13.878, 11.208, 6.236], [13.487, 10.456, 7.338], [13.112, 11.212, 8.526], [12.884, 10.520, 9.710], [10.910, 8.225, 15.015], [10.636, 10.681, 14.833], [11.406, 11.975, 13.025], [12.122, 7.175, 13.172], [12.098, 13.011, 11.748], [12.755, 14.334, 9.525], [13.381, 14.355, 7.313], [13.837, 13.111, 5.261], [14.117, 10.685, 5.332], [13.613, 9.398, 7.383]], "atomic_forces_ev_per_a": [[0.1484, -0.1689, -0.1236], [-0.4476, 0.7410, 0.5689], [-0.2345, -0.3174, -1.2009], [0.5655, 0.0220, 0.3268], [-0.4561, 0.1792, 0.7734], [0.5524, -0.6236, -0.1759], [0.2815, 0.4095, 0.9495], [-0.1027, -1.0100, -1.8891], [-4.1132, 2.0181, 2.8748], [0.0114, -0.2895, -1.3866], [0.6739, 0.2978, -0.2137], [-0.3241, -0.4866, 0.4440], [-0.1885, 0.2273, -0.9022], [-1.4224, 2.4476, -0.5676], [1.2210, -2.0386, -1.4164], [0.3020, 2.0115, -1.1319], [0.2485, -0.7903, 2.3962], [-0.2779, 1.3079, -0.9533], [0.3803, -2.2613, 0.2782], [-0.2556, -1.2682, 0.9564], [2.3232, 0.9530, -0.8379], [0.4063, 1.2479, -0.1336], [0.8376, -1.0945, 0.8280], [0.8449, 0.0959, 0.4970], [-0.7052, 0.2428, -0.5358], [0.7239, 0.1869, -0.1783], [-0.1399, 0.3137, 1.4157], [3.1119, -1.0844, -1.4148], [0.0338, 0.0889, 0.3798], [0.5702, -0.3272, -0.6990], [-0.2169, -0.1829, 0.9624], [-0.4117, -1.6426, 0.5707], [-0.1694, 0.6237, -0.1734], [-0.1305, -0.0914, 0.0603], [0.0992, 0.3343, 0.1404], [-0.6167, -0.0856, 0.3799], [-1.5198, -1.3714, 0.4518], [-0.3438, 0.7902, -0.9706], [-1.0744, 0.4184, 0.0236], [0.1364, -0.3503, -0.4620], [1.8685, -2.5775, -2.2241], [0.3765, 2.0621, -2.0311], [0.1012, -1.3376, 0.1196], [-0.5963, 1.0770, -0.9567], [0.4252, 1.5157, 0.1333], [0.4758, 0.5451, -0.5275], [-0.2580, -0.8730, 0.4836], [-0.4869, 1.2511, 0.7841], [0.5722, -0.9886, 0.9717], [-0.0195, -3.3380, -0.5361], [-0.0267, -0.6875, -0.7443], [-1.4164, -0.3593, 1.0667], [0.5192, 2.6323, 0.5277], [0.4131, -1.5377, -0.8193], [-0.1911, 0.0721, -0.3820], [0.0093, -0.0186, 0.0485], [-2.7430, 2.3926, 3.9859], [-0.0579, -0.5520, 0.6796], [0.1477, -1.6973, 0.0120], [0.4302, 0.5284, -0.6862], [-0.2614, -0.1209, 0.7939], [-0.2635, 2.9544, 0.0396], [0.5136, 0.2494, -0.1025], [0.3177, -0.0933, -0.3301], [-0.1711, -0.5716, -0.2177]], "mulliken_charge": [0.39, -0.57, 0.61, -0.50, -0.52, -0.65, -0.48, -0.42, -0.82, -0.09, 0.15, -0.53, 0.09, 0.56, -0.46, -0.53, -0.51, -0.70, -0.14, 0.63, -0.28, -0.51, -1.08, -0.47, 0.45, 0.36, 0.24, 0.69, 0.42, 0.32, 0.28, 0.27, 0.35, 0.48, 0.38, 0.30, 0.46, 0.28, 0.28, -0.84, -0.89, -0.95, 0.46, 0.28, -0.32, 1.42, -0.87, -1.13, 1.81, -1.26, -0.61, -1.05, -0.88, 0.35, 0.32, 0.37, 0.65, 0.12, 0.46, 0.47, 0.32, 0.58, 0.35, 0.43, 0.69], "orbital_gap_ev": 6.65, "mol_weight_g_mol": 894.1, "total_energy_ev": -96579.0512, "spin_multiplicity": 1, "total_charge": -1}

---

No. 3
{"formula": "C27H36InNO2P2", "method": "ωB97M-V/def2-TZVPD", "species": ["C", "C", "N", "C", "C", "C", "C", "P", "In", "P", "C", "C", "C", "C", "C", "C", "C", "O", "O", "H", "H", "H", "C", "C", "H", "H", "H", "H", "C", "C", "H", "H", "H", "H", "H", "H", "H", "H", "H", "H", "H", "H", "H", "H", "H", "H", "H", "H", "H", "H", "H", "H", "C", "C", "C", "C", "C", "C", "C", "C", "C", "C", "H", "H", "H", "H", "H", "H", "H"], "positions_angstrom": [[-0.559, 3.566, -2.701], [-0.639, 2.200, -2.338], [0.290, 1.741, -1.416], [1.086, 2.579, -0.724], [1.077, 3.957, -0.979], [0.242, 4.447, -1.986], [-1.609, 1.312, -2.910], [-1.961, -0.155, -1.949], [0.410, -0.591, -1.103], [2.406, 0.240, 0.165], [1.944, 2.009, 0.421], [0.375, -2.760, -0.516], [-0.696, -3.318, 0.163], [-0.720, -4.711, 0.377], [0.322, -5.521, -0.091], [1.406, -4.943, -0.760], [1.419, -3.552, -0.975], [-0.424, 0.289, -5.284], [0.247, -1.797, -4.220], [-1.226, 3.917, -3.484], [1.725, 4.593, -0.371], [0.255, 5.514, -2.217], [-3.338, 0.425, -0.890], [-2.731, -1.481, -2.966], [2.870, 2.615, 0.527], [1.354, 2.061, 1.362], [-0.932, 0.683, -4.578], [-2.442, 1.806, -3.429], [2.627, -0.514, 1.774], [3.980, 0.292, -0.745], [-1.516, -2.694, 0.522], [-1.561, -5.147, 0.921], [0.286, -6.601, 0.073], [2.225, -5.574, -1.121], [2.248, -3.102, -1.524], [0.986, -1.293, -3.107], [0.905, -2.375, -4.783], [0.153, -0.905, -4.618], [0.234, 0.976, -5.556], [1.537, -1.235, -2.429], [-4.126, 0.839, -1.550], [-3.719, -0.426, -0.302], [-2.959, 1.222, -0.227], [-3.534, -1.069, -3.604], [-1.966, -1.989, -3.582], [-3.186, -2.219, -2.278], [4.740, 0.873, -0.194], [4.335, -0.743, -0.880], [3.812, 0.755, -1.732], [3.412, -0.021, 2.357], [1.662, -0.422, 2.299], [2.862, -1.574, 1.645], [0.029, 2.221, 6.156], [1.146, 2.206, 5.299], [1.064, 1.601, 4.055], [-0.138, 0.982, 3.620], [-0.265, 0.293, 2.405], [-1.441, -0.242, 1.984], [-2.606, -0.152, 2.826], [-2.513, 0.456, 4.065], [-1.297, 1.036, 4.512], [-1.174, 1.649, 5.774], [0.101, 2.685, 7.132], [2.072, 2.671, 5.636], [1.947, 1.599, 3.414], [-1.535, -0.757, 1.023], [-3.547, -0.581, 2.464], [-3.390, 0.496, 4.714], [-2.044, 1.658, 6.435]], "atomic_forces_ev_per_a": [[-0.1161, 0.6829, 0.3484], [0.5779, -0.2676, 0.1529], [-0.3364, 0.0070, -0.1507], [-0.0889, 0.5602, -0.1493], [0.4001, -0.7508, 0.6430], [-0.0310, -0.5568, -0.4484], [0.2714, -0.2667, 0.2319], [-0.8240, 1.1333, -0.7799], [-0.9173, -0.7742, 1.9554], [-0.3628, 0.9574, 0.4867], [0.2091, 0.2860, -0.2780], [-0.0639, 1.3658, -0.4329], [0.0417, -1.1711, 0.0650], [0.0061, 0.3943, -0.0246], [-0.0557, 0.2537, 0.0705], [-0.1163, 0.3036, -0.0142], [-0.0929, -0.9879, 0.2296], [1.8281, 0.6856, -2.2175], [2.1592, -3.1044, -0.9545], [0.1153, 0.0405, 0.1491], [-0.3208, -0.0998, -0.3062], [-0.1063, -0.3090, -0.0182], [-0.0458, -0.3724, 0.2294], [-0.0276, -0.1096, -0.0014], [-0.5534, -0.2332, -0.0090], [0.2461, -0.2019, -0.5719], [-0.8828, 0.9139, 1.5201], [0.2560, -0.1885, 0.2489], [0.8864, -0.2664, 0.3324], [0.3359, -0.0191, 0.0206], [0.1948, -0.2791, -0.0210], [0.2460, 0.0130, -0.1782], [0.0398, 0.3595, -0.0488], [-0.2739, 0.2309, 0.1124], [-0.0343, -0.1370, 0.0780], [0.8082, -0.4388, 0.6361], [-2.0158, 1.8352, 1.5662], [-0.3366, 0.4637, -1.1959], [-0.9037, -0.7382, 0.3141], [0.2214, 0.3249, -1.1180], [0.3652, -0.2777, 0.3253], [-0.0638, 0.4923, -0.0272], [-0.1827, -0.4403, -0.1900], [0.3927, -0.1207, 0.2303], [-0.4639, 0.2971, 0.3045], [0.2911, 0.3333, -0.2982], [-0.2583, -0.2676, -0.2416], [-0.0498, 0.4168, -0.0270], [0.0882, -0.1983, 0.3750], [0.0520, -0.1053, -0.1579], [-0.0554, 0.0812, -0.3940], [0.1004, 0.0380, -0.0300], [-0.7149, -0.2599, -0.0280], [-0.0184, -0.1530, -0.4036], [-0.0211, 0.2501, 0.6034], [-1.6550, 0.0290, 1.3846], [1.7553, 0.0225, -2.4059], [-1.4362, 0.2967, 1.4016], [0.4062, 0.0085, -0.1947], [-0.4298, -0.3557, -0.5314], [0.9269, -0.0804, -0.7252], [0.4598, 0.2775, 0.2081], [0.0721, 0.0197, -0.0084], [-0.1594, -0.1068, -0.1474], [-0.2683, -0.0783, 0.1098], [-0.0807, 0.0653, 0.2324], [0.1218, 0.1687, 0.3463], [0.2177, 0.0303, -0.1054], [0.2710, 0.0782, -0.0780]], "mulliken_charge": [-1.24, 1.29, -0.10, 0.52, -0.87, -0.42, -2.05, 1.44, 0.86, 0.94, -1.02, 0.42, 0.03, -0.68, -0.47, -0.67, -0.28, -0.78, -0.68, 0.45, 0.45, 0.40, -1.32, -1.33, 0.62, 0.09, 0.30, 0.39, -1.15, -1.35, 0.17, 0.39, 0.36, 0.37, 0.27, 0.17, 0.35, 0.50, 0.35, -0.17, 0.50, 0.37, 0.31, 0.40, 0.25, 0.38, 0.43, 0.35, 0.33, 0.38, 0.23, 0.45, -0.47, -0.93, -0.12, 0.97, 0.56, -0.51, -1.00, -1.08, 0.85, -0.69, 0.37, 0.38, 0.14, -0.35, 0.35, 0.28, 0.35], "orbital_gap_ev": 5.54, "mol_weight_g_mol": 583.4, "total_energy_ev": -57914.5467, "spin_multiplicity": 1}

---

No. 4
{"formula": "BH22O9", "method": "ωB97M-V/def2-TZVPD", "species": ["B", "H", "H", "H", "H", "O", "H", "H", "O", "H", "H", "O", "H", "H", "O", "H", "H", "O", "H", "H", "O", "H", "H", "O", "H", "H", "O", "H", "H", "O", "H", "H"], "positions_angstrom": [[-0.127, -0.418, -0.361], [0.038, -1.484, -0.378], [0.629, 0.016, -0.996], [-1.094, -0.204, -0.790], [-0.143, -0.015, 0.639], [0.005, 1.843, 3.228], [0.483, 1.416, 3.939], [0.297, 1.391, 2.436], [2.874, -1.912, -0.665], [3.647, -1.601, -0.194], [2.269, -1.170, -0.649], [1.526, -2.201, 1.977], [1.928, -2.433, 1.139], [0.681, -1.819, 1.739], [-1.445, 2.211, -1.058], [-1.069, 1.344, -0.909], [-2.091, 2.316, -0.359], [-2.818, -2.140, -0.841], [-3.379, -1.542, -1.335], [-2.015, -1.643, -0.687], [1.258, 3.248, -1.265], [1.180, 4.186, -1.438], [0.380, 2.901, -1.426], [1.691, 1.488, 0.996], [1.087, 0.900, 0.541], [1.714, 2.275, 0.452], [-0.583, -1.309, -3.199], [0.101, -0.700, -3.479], [-0.705, -1.121, -2.269], [-2.172, -1.069, 2.064], [-2.646, -1.839, 1.751], [-1.501, -0.913, 1.399]], "atomic_forces_ev_per_a": [[0.0673, -0.3734, 0.1597], [0.4743, -4.0157, 0.1622], [2.8665, 1.8666, -2.2618], [-3.6170, 0.7079, -1.6409], [-0.0668, 1.2540, 3.6549], [-0.5681, 0.3297, 0.6185], [0.0837, -0.1315, 0.0747], [0.4679, 0.0599, -0.4518], [0.2893, -0.5272, -0.0746], [0.2010, 0.1575, 0.1270], [-0.4932, 0.3924, -0.0624], [0.1466, -0.2070, 0.7273], [0.1086, -0.0101, -0.4912], [-0.2138, 0.1429, -0.1328], [-0.1680, 0.9934, -0.4865], [0.1451, -0.7547, 0.0993], [-0.0427, 0.0742, 0.2318], [-0.5805, -0.6246, 0.1058], [-0.0699, 0.1449, -0.1188], [0.4532, 0.2233, 0.0434], [0.7343, 0.1909, -0.0949], [-0.0031, 0.1865, 0.0149], [-0.7660, -0.2252, 0.1320], [0.7713, 0.1654, 0.7070], [-0.1099, -0.3050, -0.3604], [-0.0295, 0.3728, -0.3128], [-0.2214, -0.3043, -0.8488], [0.1552, 0.1273, 0.0625], [0.1001, 0.0562, 0.3366], [-0.2605, 0.0033, 0.5989], [-0.1375, -0.1804, -0.2351], [0.2833, 0.2098, -0.2838]], "mulliken_charge": [-1.07, 0.31, -0.05, -0.17, -0.65, -0.66, 0.28, 0.27, -0.73, 0.32, 0.46, -0.66, 0.34, 0.40, -0.79, 0.18, 0.32, -0.67, 0.32, 0.76, -0.66, 0.26, 0.32, -0.74, 0.65, 0.38, -0.68, 0.30, 0.71, -0.65, 0.29, 0.31], "orbital_gap_ev": 10.37, "mol_weight_g_mol": 177.0, "total_energy_ev": -19461.6505, "spin_multiplicity": 1, "de_lowest_kcal_mol": 24.8, "total_charge": -1}

---

E_HOMO? In order: -7.895, -5.013, -5.664, -7.420 eV.